Entry 1:
A single C14H22N6O3 molecule in a non-equilibrium geometry. Source: OMol25; level of theory: ωB97M-V/def2-TZVPD.

The geometry in ORCA input format:
```
! wB97M-V def2-TZVPD RIJCOSX def2/J DEFGRID3
* xyz 0 1
C -2.947 -0.555 3.439
C -2.816 0.176 2.107
N -1.747 -0.417 1.311
C -2.154 -1.544 0.494
C -2.730 -1.070 -0.866
C -2.867 -2.236 -1.850
C -1.508 -2.222 -2.550
C -1.188 -0.728 -2.582
O -1.844 -0.144 -1.464
C -0.800 0.429 0.800
N -0.974 1.720 0.917
C -0.085 2.480 0.249
N -0.046 3.780 0.085
O 0.964 4.006 -0.775
N 1.593 2.879 -1.165
C 0.977 1.904 -0.545
N 1.283 0.593 -0.463
C 0.454 -0.118 0.250
N 0.795 -1.409 0.522
C 2.111 -1.890 0.169
C 3.194 -1.416 1.159
O 4.446 -2.011 0.939
C 5.134 -1.526 -0.192
H -3.731 -0.094 4.033
H -2.014 -0.498 3.993
H -3.200 -1.604 3.294
H -3.763 0.142 1.561
H -2.558 1.222 2.274
H -2.912 -2.108 1.038
H -1.306 -2.197 0.289
H -3.679 -0.548 -0.693
H -3.662 -2.028 -2.566
H -3.080 -3.176 -1.346
H -0.764 -2.759 -1.962
H -1.542 -2.653 -3.548
H -1.579 -0.258 -3.493
H -0.118 -0.513 -2.509
H 0.409 -1.784 1.377
H 2.089 -2.983 0.153
H 2.334 -1.510 -0.828
H 2.911 -1.708 2.176
H 3.266 -0.321 1.105
H 4.675 -1.866 -1.126
H 6.145 -1.923 -0.125
H 5.169 -0.431 -0.192
*
```

Calculated values
E (eV): -29954.958
SMILES string: CCN(C[C@@H]1CCCO1)c1nc2nonc2nc1NCCOC
ΔE to the lowest compared entry with this formula, charge and spin (kcal per mole): 2.5
Gap between HOMO and LUMO (eV): 8.4
Lowest unoccupied orbital energy (Eh): -0.002


Entry 2:
A molecular structure, C27H72F6HfO27PS9 in a non-equilibrium geometry. Source: OMol25; level of theory: ωB97M-V/def2-TZVPD.

The geometry in ORCA input format:
```
! wB97M-V def2-TZVPD RIJCOSX def2/J DEFGRID3
* xyz 3 1
Hf 8.315 -30.264 -22.930
P 9.848 -30.753 -25.697
F 9.342 -30.023 -27.054
F 8.354 -31.091 -25.236
F 10.066 -32.243 -26.410
F 10.051 -31.334 -24.204
F 11.395 -30.286 -26.034
F 9.594 -29.489 -24.753
O 12.466 -28.971 -20.815
S 12.029 -28.931 -22.224
O 10.647 -29.362 -22.550
O 12.236 -27.424 -22.918
C 13.057 -26.498 -22.247
C 13.315 -25.185 -23.082
C 13.203 -29.821 -23.434
H 14.047 -26.902 -22.035
H 12.565 -26.244 -21.308
H 12.518 -24.446 -23.006
H 13.522 -25.369 -24.136
H 14.220 -24.638 -22.818
H 14.143 -30.195 -23.029
H 13.486 -29.285 -24.340
H 12.689 -30.733 -23.739
O 7.139 -28.996 -24.589
S 6.733 -28.108 -25.738
O 5.720 -27.060 -25.577
O 8.078 -27.421 -26.478
C 7.774 -26.403 -27.513
C 9.083 -26.201 -28.347
C 6.284 -29.153 -27.164
H 7.395 -25.509 -27.018
H 7.019 -26.761 -28.214
H 9.523 -27.169 -28.587
H 9.752 -25.526 -27.814
H 8.929 -25.568 -29.221
H 7.115 -29.506 -27.775
H 5.640 -28.517 -27.771
H 5.704 -29.981 -26.757
O 9.919 -30.282 -18.675
S 9.177 -29.208 -19.259
O 8.816 -29.287 -20.680
O 7.764 -28.999 -18.412
C 7.886 -28.729 -16.994
C 6.490 -28.578 -16.372
C 10.139 -27.603 -18.784
H 8.430 -27.821 -16.735
H 8.414 -29.509 -16.445
H 5.860 -27.772 -16.747
H 6.635 -28.309 -15.326
H 5.893 -29.459 -16.610
H 11.005 -27.465 -19.431
H 10.468 -27.687 -17.749
H 9.531 -26.707 -18.912
O 6.496 -28.980 -21.957
S 5.668 -28.040 -21.126
O 4.852 -28.545 -19.997
O 6.762 -26.878 -20.541
C 6.175 -25.923 -19.700
C 7.204 -24.840 -19.327
C 4.611 -26.952 -22.221
H 5.930 -26.503 -18.811
H 5.299 -25.395 -20.079
H 7.976 -25.250 -18.675
H 6.717 -24.043 -18.765
H 7.611 -24.369 -20.221
H 5.132 -26.079 -22.616
H 3.868 -26.508 -21.559
H 4.190 -27.407 -23.117
O 7.526 -33.120 -19.418
S 6.564 -32.301 -20.189
O 7.088 -31.347 -21.163
O 5.470 -33.265 -21.002
C 4.963 -34.412 -20.376
C 3.625 -34.971 -20.917
C 5.536 -31.495 -18.900
H 5.742 -35.166 -20.484
H 4.970 -34.284 -19.294
H 3.372 -35.855 -20.330
H 3.711 -35.384 -21.921
H 2.869 -34.185 -20.914
H 4.677 -31.028 -19.380
H 6.218 -30.820 -18.383
H 5.101 -32.275 -18.275
O 3.839 -30.073 -24.487
S 4.466 -31.060 -23.616
O 5.968 -31.130 -23.453
O 3.859 -30.963 -22.086
C 2.538 -30.583 -21.873
C 1.987 -31.041 -20.509
C 3.774 -32.702 -24.000
H 1.953 -30.972 -22.707
H 2.375 -29.506 -21.822
H 1.982 -32.121 -20.365
H 1.045 -30.650 -20.124
H 2.746 -30.715 -19.797
H 2.760 -32.540 -24.367
H 3.952 -33.429 -23.208
H 4.336 -33.160 -24.814
O 6.361 -34.556 -23.589
S 7.743 -34.159 -23.484
O 8.097 -32.773 -23.241
O 8.417 -34.977 -22.217
C 8.020 -36.357 -21.957
C 8.220 -36.732 -20.478
C 8.572 -34.967 -24.918
H 8.751 -36.870 -22.582
H 7.030 -36.529 -22.379
H 8.089 -37.813 -20.438
H 7.611 -36.224 -19.730
H 9.216 -36.581 -20.061
H 7.858 -34.949 -25.741
H 8.861 -35.956 -24.561
H 9.444 -34.367 -25.179
O 12.309 -32.070 -21.285
S 10.941 -32.554 -21.297
O 9.817 -31.622 -21.508
O 10.807 -33.649 -22.591
C 11.865 -34.599 -22.770
C 12.831 -34.249 -23.902
C 10.603 -33.725 -19.847
H 11.393 -35.538 -23.060
H 12.339 -34.707 -21.794
H 13.594 -33.554 -23.553
H 12.332 -33.811 -24.767
H 13.334 -35.124 -24.312
H 10.599 -33.068 -18.977
H 11.335 -34.532 -19.816
H 9.618 -34.150 -20.038
O 9.273 -25.882 -21.552
S 8.815 -26.363 -22.852
O 8.656 -27.828 -23.058
O 7.356 -25.718 -23.206
C 7.215 -24.260 -23.204
C 7.086 -23.748 -24.596
C 9.753 -25.656 -24.224
H 8.082 -23.829 -22.702
H 6.311 -23.909 -22.706
H 7.974 -24.016 -25.168
H 7.014 -22.661 -24.647
H 6.235 -24.155 -25.141
H 9.302 -25.985 -25.161
H 10.743 -26.107 -24.153
H 9.838 -24.592 -24.007
*
```

Calculated values
E (eV): -208844.070
ΔE to the lowest compared entry with this formula, charge and spin (kcal per mole): 63.1
Gap between HOMO and LUMO (eV): 9.5
Lowest unoccupied orbital energy (Eh): -0.287


Entry 3:
A single C5H8O2 molecule. Source: OMol25; level of theory: ωB97M-V/def2-TZVPD.

The geometry in ORCA input format:
```
! wB97M-V def2-TZVPD RIJCOSX def2/J DEFGRID3
* xyz 0 1
C -1.693 1.179 1.362
C -0.998 0.621 0.551
C -0.133 -0.156 -0.371
C 0.285 0.676 -1.575
O -0.850 -1.272 -0.870
C 1.109 -0.628 0.410
O 0.774 -1.197 1.654
H -2.335 1.681 2.053
H 0.949 0.084 -2.213
H 0.808 1.581 -1.255
H -0.595 0.960 -2.156
H -1.085 -1.820 -0.108
H 1.821 0.204 0.519
H 1.582 -1.420 -0.176
H 0.361 -0.493 2.176
*
```

Calculated values
E (eV): -9407.581
SMILES string: C#C[C@](C)(O)CO
ΔE to the lowest compared entry with this formula, charge and spin (kcal per mole): 51.9
Gap between HOMO and LUMO (eV): 11.1
Lowest unoccupied orbital energy (Eh): 0.032